Record 1
DFT (the ωB97M-V functional and the def2-TZVPD basis) results for the ion C11H17ClNO with charge +1 in a non-equilibrium geometry.

Element x y z (Å)
C1 0.117796 2.168400 1.911172
C2 0.689668 1.128329 1.100250
C3 -1.191617 2.445509 2.028523
C4 -0.013939 0.404979 0.245175
C5 2.274018 -1.768263 -1.852486
C6 1.323006 -1.085773 -2.894771
C7 2.030406 -0.940988 -0.599933
C8 0.387456 -0.151803 -2.124023
C9 -2.322892 1.450804 1.706698
C10 -2.391894 1.379901 0.208890
C11 -2.201146 0.106365 2.396875
N1 0.612536 -0.557118 -0.727677
O1 -3.103956 0.427347 -0.444018
Cl1 -2.037335 2.736000 -0.705872
H1 0.949465 2.820532 2.216790
H2 1.695166 0.971353 1.173544
H3 -1.488753 3.259440 2.571548
H4 1.952117 -2.737709 -1.763850
H5 3.242918 -1.838844 -2.316812
H6 1.894117 -0.590166 -3.548921
H7 0.892091 -1.859292 -3.379302
H8 2.362654 -1.400312 0.238204
H9 2.711477 -0.176699 -0.677907
H10 0.639852 0.851684 -2.165966
H11 -0.686616 -0.216973 -2.448656
H12 -3.206228 1.999085 1.913548
H13 -1.726679 0.181095 3.454414
H14 -1.526657 -0.652923 1.817436
H15 -3.311155 -0.206853 2.637609
H16 0.001406 -1.294735 -0.692005
H17 -3.846142 0.035766 0.023029

Forces on the atoms, in the same order (eV/Å):
-0.1513 0.9873 -0.4033
-1.7793 -1.3411 -1.0125
1.4576 -2.4983 0.0610
-2.0466 0.8311 -0.6042
-0.8397 1.9868 -1.1266
0.1836 0.1400 3.5403
-0.0033 -1.2198 -3.0593
-0.7464 -1.3225 -1.4666
2.3495 0.8700 -1.2715
0.9206 -3.2614 -0.5219
-0.9063 -1.6151 1.7927
0.4745 2.8496 1.7503
0.9610 1.7809 -0.1000
-0.2537 0.2924 -0.4486
-1.0429 0.2697 0.4608
2.8847 -0.2016 0.3470
-0.6329 2.1149 1.1881
-0.7890 -2.4793 0.6528
0.7037 0.4072 0.5963
1.9177 2.1305 -2.5736
-2.0367 -2.1051 -1.7585
-0.1785 -1.7404 3.0468
0.7247 2.8926 -0.2238
0.7372 1.9498 -0.4058
0.9385 -0.1822 0.7893
-1.3464 0.2748 0.8144
-0.7629 0.2500 -1.8891
-1.7700 1.4002 0.9272
2.2630 -0.2291 -0.7146
-1.2590 -3.0890 0.8390
0.0283 -0.1432 0.7739

The value obtained for the calculated total energy is -27730.4054 eV. Its energy above the lowest of the compared OMol25 structures with the same formula, charge and spin is 366.5 kJ/mol. The total charge is +1. The value obtained for the HOMO energy (spin up / spin down) is -11.8905 / -11.8915 eV.


Record 2
DFT (the ωB97M-V functional and the def2-TZVPD basis) results for the molecule C11H19NO4.

Element x y z (Å)
C1 1.566830 -3.156190 -1.501750
H1 2.030979 -4.135031 -1.428662
H2 0.866104 -3.155567 -2.332507
H3 2.335170 -2.412853 -1.697841
C2 0.835239 -2.826156 -0.199349
C3 -0.267507 -3.850197 0.067500
H4 -0.978192 -3.856527 -0.756341
H5 -0.793790 -3.600477 0.984409
H6 0.168199 -4.840415 0.166497
C4 1.821513 -2.765757 0.966799
H7 2.310248 -3.728961 1.083163
H8 2.577727 -2.006302 0.778415
H9 1.297424 -2.520547 1.886214
O1 0.261441 -1.520316 -0.443946
C5 -0.456162 -0.905087 0.514215
O2 -0.710413 -1.350598 1.611145
N1 -0.887093 0.306770 0.087845
C6 -0.547026 0.858928 -1.206996
H10 0.458346 0.520931 -1.469518
C7 -0.591320 2.386733 -1.158640
H11 -1.614404 2.754005 -1.244068
H12 -0.016118 2.787350 -1.994514
C8 0.001143 2.860543 0.174893
C9 0.183400 4.360653 0.138085
O3 1.242287 4.926607 0.106587
O4 -0.981579 5.021630 0.110512
H13 -0.822615 5.977537 0.067868
C10 -0.911306 2.419669 1.333699
H14 -1.630320 3.206380 1.562175
C11 -1.677352 1.143049 0.958736
H15 -1.910777 0.558206 1.849257
H16 -2.613611 1.395049 0.449695
H17 -0.302489 2.243934 2.220438
H18 0.995379 2.418937 0.288519
H19 -1.239357 0.484070 -1.972535

Forces on the atoms, in the same order (eV/Å):
-0.2612 0.2585 0.2973
0.0491 -0.1112 0.0174
-0.0676 -0.0354 -0.1073
0.1132 0.0618 -0.0278
0.2606 -0.6099 0.1483
0.0377 0.3249 0.0287
-0.0587 -0.0458 -0.1004
-0.0214 -0.0635 0.0197
0.0644 -0.1194 -0.0316
-0.2621 0.1622 -0.1010
0.0802 -0.1113 -0.0247
0.1115 0.0450 -0.0276
0.0416 -0.0307 0.0480
-0.0203 0.0987 -0.1019
-0.1320 0.1459 -0.0656
0.0538 -0.2975 0.3026
0.1371 0.0930 -0.0775
0.0819 -0.0282 -0.4123
-0.1393 0.1032 -0.0421
0.1039 -0.1090 0.1269
-0.0114 0.0354 -0.0588
-0.0699 -0.0091 -0.0403
-0.1600 0.1876 -0.0878
0.5233 -0.1768 0.0403
0.1841 0.1006 -0.0031
-0.7016 0.1520 -0.0207
0.2477 -0.1929 -0.0019
-0.0677 -0.1636 -0.0481
0.0215 -0.0116 0.0547
-0.0957 0.0328 0.3718
-0.0771 0.1158 -0.1556
0.0116 -0.0147 0.0672
-0.0265 0.0112 0.0439
-0.0737 0.1632 -0.0125
0.1230 0.0384 -0.0180

Its SMILES is CC(C)(C)OC(=O)N1CCC(C(=O)O)CC1. The value obtained for the calculated total energy is -21396.9925 eV. Its energy above the lowest of the compared OMol25 structures with the same formula, charge and spin is 0.0 kJ/mol. The value obtained for the HOMO energy is -9.1386 eV.


Record 3
DFT (the ωB97M-V functional and the def2-TZVPD basis) results for a structure of composition C38H41BrN4O5PtS in a non-equilibrium geometry.

Element x y z (Å)
Pt1 1.124454 0.173372 -0.114537
C1 -0.867611 -3.136160 1.945367
C2 0.102054 -3.328917 0.781066
C3 -0.204028 -4.615603 0.010362
C4 1.556802 -3.306461 1.222759
C5 1.965659 -4.107622 2.281940
C6 3.283657 -4.118236 2.702749
C7 4.212088 -3.324160 2.050641
C8 3.853891 -2.511979 0.979652
C9 4.950441 -1.676597 0.335183
C10 4.870853 -0.202817 0.734020
C11 5.043412 -1.820344 -1.185914
C12 2.511862 -2.500539 0.569518
N1 2.069589 -1.633510 -0.461805
C13 1.828654 -2.159453 -1.680867
O1 2.187604 -3.264128 -2.088154
C14 1.014891 -1.240501 -2.560212
C15 0.683080 -1.439627 -3.885489
C16 -0.146673 -0.515731 -4.507784
C17 -0.737310 0.525569 -3.783910
C18 -0.178356 0.779936 -2.541523
N2 0.590609 -0.133391 -1.958631
C19 -0.498115 1.972940 -1.666533
O2 -1.135310 2.930215 -2.104549
N3 0.006470 1.843635 -0.422409
C20 -0.227215 2.844464 0.550224
C21 -1.234140 2.640394 1.513741
C22 -1.429299 3.612059 2.484206
C23 -0.647721 4.758034 2.516231
C24 0.356110 4.931038 1.580625
C25 0.586411 3.976897 0.594984
C26 1.706999 4.159720 -0.405021
C27 3.054016 4.330255 0.298797
C28 1.404111 5.313811 -1.360773
C29 -2.096433 1.395985 1.457612
C30 -2.503115 0.880541 2.835571
C31 -3.325901 1.638491 0.579048
H1 -1.885457 -3.037186 1.563580
H2 -0.624587 -2.236683 2.511024
H3 -0.850920 -3.986610 2.633756
H4 -0.055458 -2.495757 0.099440
H5 -0.087545 -5.490914 0.658375
H6 0.469326 -4.718581 -0.839504
H7 -1.230074 -4.594035 -0.361269
H8 1.236221 -4.728621 2.789268
H9 3.587114 -4.739197 3.537360
H10 5.246998 -3.328753 2.376712
H11 5.885401 -2.074345 0.749034
H12 3.966380 0.259048 0.340814
H13 5.734684 0.338815 0.337065
H14 4.851819 -0.081551 1.817754
H15 4.282655 -1.220780 -1.681054
H16 4.905110 -2.854280 -1.502603
H17 6.022563 -1.471977 -1.526534
H18 1.092038 -2.296641 -4.402958
H19 -0.400654 -0.640202 -5.553065
H20 -1.134275 1.378575 -4.314053
H21 -2.196500 3.470697 3.236196
H22 -0.812003 5.505742 3.283623
H23 0.980114 5.817454 1.621230
H24 1.761274 3.242133 -0.993045
H25 3.077377 5.241264 0.901982
H26 3.862177 4.394538 -0.434574
H27 3.245260 3.480191 0.954701
H28 1.333636 6.260851 -0.817819
H29 0.458560 5.136696 -1.873516
H30 2.195353 5.413404 -2.109143
H31 -1.496931 0.619388 0.979420
H32 -3.210324 1.552145 3.330578
H33 -1.635810 0.758518 3.485298
H34 -2.993542 -0.089271 2.733633
H35 -3.948664 2.425583 1.017236
H36 -3.927358 0.732017 0.496705
H37 -3.038738 1.958429 -0.423436
Br1 -6.636518 -3.195471 0.773359
C32 -6.110968 -1.822824 -0.454033
C33 -7.013488 -0.809394 -0.739624
C34 -6.625841 0.186243 -1.631106
C35 -5.369399 0.156460 -2.216469
C36 -4.475303 -0.864939 -1.913329
C37 -4.850976 -1.863889 -1.017449
C38 -3.051694 -0.870207 -2.499361
O3 -2.837433 -0.005948 -3.385195
O4 -2.249367 -1.691757 -2.014667
H38 -7.987792 -0.795400 -0.270947
H39 -7.312939 0.993992 -1.855250
H40 -5.039083 0.930271 -2.896907
H41 -4.132481 -2.635770 -0.776334
O5 2.043856 0.265935 4.247078
S1 1.512353 -0.204723 2.960211
N4 1.739359 0.655735 1.771631

Forces on the atoms, in the same order (eV/Å):
0.2712 -0.0263 0.2094
0.0009 -0.0385 0.0181
0.1242 -0.0131 -0.0147
-0.0136 0.0092 0.0349
0.0510 0.0863 -0.0935
-0.0029 -0.0057 -0.0148
0.0333 0.0092 0.0008
-0.0053 -0.0434 0.0467
-0.0809 0.0483 -0.0544
-0.0290 -0.0332 -0.0116
-0.0063 -0.0010 -0.0012
0.0244 -0.0226 0.0109
-0.0133 -0.1433 0.0528
-0.1334 0.1509 0.1318
-0.0429 0.0832 0.0412
0.0196 -0.0897 -0.0911
0.0062 0.0057 0.0803
-0.1272 0.0561 -0.1949
-0.2037 -0.4820 0.1209
2.0851 1.0192 -0.8279
-0.5748 -0.1606 0.5220
0.0183 -0.0920 -0.1218
0.1277 0.0270 0.0542
-0.0398 0.0612 -0.0713
-0.0951 -0.1071 0.0729
-0.2148 -0.0396 0.0970
0.1344 0.0056 -0.1804
0.0024 0.0386 0.0330
0.0100 0.0080 0.0124
-0.0085 0.0184 0.0029
-0.0123 -0.0050 -0.0252
0.0259 -0.0232 0.0001
-0.0245 -0.0115 -0.0412
0.0219 0.0077 0.0021
0.0524 0.0154 -0.0078
-0.0323 0.0098 -0.0199
0.0187 0.0672 0.0157
-0.0228 0.0022 -0.0193
-0.0096 0.0247 0.0168
0.0022 0.0008 0.0013
-0.0317 0.0536 -0.0404
0.0062 -0.0033 0.0099
0.0247 -0.0177 -0.0242
-0.0267 0.0119 -0.0176
-0.0076 -0.0007 0.0032
0.0055 -0.0061 0.0125
0.0105 -0.0021 0.0064
-0.0186 0.0030 -0.0055
-0.0335 0.0126 -0.0137
0.0148 0.0100 -0.0048
-0.0010 0.0016 0.0249
-0.0182 0.0152 -0.0112
-0.0015 -0.0076 -0.0069
0.0222 0.0082 -0.0102
-0.0229 -0.0156 0.0101
-0.0043 -0.0268 -0.0108
-0.7127 -0.2520 0.2050
0.0006 0.0042 -0.0052
-0.0006 0.0104 0.0088
0.0041 0.0110 -0.0001
0.0050 0.0385 0.0149
-0.0002 0.0240 0.0181
0.0118 -0.0036 -0.0093
0.0122 -0.0116 0.0202
-0.0017 0.0213 0.0153
-0.0199 -0.0044 -0.0051
0.0126 -0.0012 -0.0090
0.0126 -0.0503 -0.0105
-0.0085 0.0088 0.0014
0.0385 -0.0042 0.0286
-0.0120 -0.0226 -0.0035
-0.0149 0.0054 0.0023
-0.0210 -0.0530 -0.0219
0.0052 -0.0185 -0.0235
0.0129 0.0377 -0.0355
-0.0914 0.0556 0.0007
0.0855 0.0106 -0.0515
-0.0643 -0.0763 0.0871
0.1028 -0.0719 0.0092
0.0110 -0.0490 0.1025
0.0519 0.0614 -0.0770
0.3484 -0.1377 0.2505
-0.7580 -0.1205 -0.0618
-0.2929 0.1555 -0.1094
-0.0121 -0.0016 0.0020
-0.0027 -0.0028 0.0040
0.0074 -0.0204 -0.0131
0.0163 0.0079 -0.0082
0.0160 0.0033 -0.0053
-0.0579 0.0630 0.0170
0.0612 -0.0699 -0.0468

The value obtained for the calculated total energy is -140399.6187 eV. Its energy above the lowest of the compared OMol25 structures with the same formula, charge and spin is 0.0 kJ/mol. The total charge is -2. The value obtained for the HOMO energy is -2.7488 eV.